No. 1
Here is the molecule C5H9N at a distorted geometry from the Open Molecules 2025 dataset. Energies are from ωB97M-V/def2-TZVPD.

Positions of all 15 atoms, in Å:
1 C 1.7636 1.6496 -0.8352
2 C 1.0249 1.1463 0.1367
3 C 0.3091 -0.1457 0.1918
4 C 0.6824 -1.1447 -0.6216
5 N -0.8156 -0.1636 0.9903
6 C -1.9300 -1.0411 0.6315
7 H 2.1686 2.6365 -0.6481
8 H 1.8647 1.3290 -1.8615
9 H 0.8878 1.7698 1.0178
10 H 0.1707 -2.0997 -0.5782
11 H 1.5001 -1.0657 -1.3171
12 H -1.0886 0.7327 1.3406
13 H -2.1957 -0.7580 -0.3866
14 H -2.7564 -0.7856 1.2832
15 H -1.5857 -2.0600 0.6563

Forces on atoms 1 to 2 (eV/Å):
C -0.164 1.122 -0.231
C -0.332 -0.265 0.641

Results
HOMO level, eV: -7.92
Structure (SMILES): C=CC(=C)NC
Kohn-Sham gap, eV: 8.97

Charges in e, computed with natural (NBO), in the same order as the atoms: atom 1 (C): -0.37, atom 2 (C): -0.21, atom 3 (C): 0.14, atom 4 (C): -0.52, atom 5 (N): -0.59, atom 6 (C): -0.40, atom 7 (H): 0.19, atom 8 (H): 0.20, atom 9 (H): 0.19, atom 10 (H): 0.19, atom 11 (H): 0.21, atom 12 (H): 0.37, atom 13 (H): 0.19, atom 14 (H): 0.21, atom 15 (H): 0.20

=====

No. 2
Here is a cluster of 15 separate species, C15H46O17Si in total at a distorted geometry from the Open Molecules 2025 dataset. Energies are from ωB97M-V/def2-TZVPD.

Positions of all 79 atoms, in Å:
1 C 2.8258 -2.4026 -0.0934
2 Si 2.5454 -0.4615 -0.2068
3 C 4.2626 0.3363 -0.5566
4 C 1.9123 0.0767 1.5308
5 O 1.4055 -0.2247 -1.5229
6 C 0.9581 1.1721 -1.6362
7 C -0.3830 1.5470 -0.7708
8 C -1.7039 0.6342 -1.1028
9 C -1.7261 -0.8826 -1.1093
10 C -3.1445 -1.7138 -1.4151
11 O -3.1840 -2.8504 -2.1164
12 C -4.5110 -0.9804 -0.7890
13 C -5.7882 -1.8242 -0.1596
14 C -7.0356 -0.9013 0.4600
15 C -7.0298 0.7525 0.4561
16 C -5.7342 1.5781 -0.1874
17 C -4.4912 0.6920 -0.7986
18 C -3.1324 1.4448 -1.4186
19 O -3.1643 2.5711 -2.1408
20 H 3.2753 -2.6874 0.9679
21 H 3.5640 -2.6535 -0.9817
22 H 1.7971 -2.9807 -0.2741
23 H 5.0052 -0.0343 0.2978
24 H 4.7240 0.0091 -1.5810
25 H 4.1572 1.5084 -0.4505
26 H 2.2376 1.2016 1.7593
27 H 2.5117 -0.5726 2.3335
28 H 0.7714 -0.1094 1.7281
29 H 1.8048 1.9348 -1.2853
30 H 0.7478 1.3870 -2.7678
31 H -0.2271 1.4992 0.4062
32 H -0.6933 2.6789 -0.9889
33 H -0.7688 -1.5084 -0.8619
34 H -5.7880 -3.0103 -0.1384
35 H -7.9562 -1.4304 0.9533
36 H -7.8985 1.3977 0.9200
37 H -5.6978 2.7630 -0.1839
38 O 4.6278 -4.7725 -0.9233
39 H 4.1059 -5.5242 -1.2420
40 H 5.4976 -5.1551 -0.7336
41 O -5.6513 -4.5076 1.3241
42 H -5.6566 -4.5426 2.2925
43 H -5.0608 -5.2317 1.0670
44 O 1.5170 4.2061 -1.1422
45 H 0.7304 4.3104 -0.5861
46 H 1.1839 4.3273 -2.0440
47 O 4.2562 4.0983 0.4204
48 H 3.3578 4.1093 0.0574
49 H 4.8173 4.3231 -0.3369
50 O 0.8119 -1.6538 3.4452
51 H -0.0910 -1.9141 3.2086
52 H 0.9105 -1.9565 4.3604
53 O -4.8254 -2.9935 3.5616
54 H -4.9322 -2.3709 4.2965
55 H -4.8112 -2.4273 2.7754
56 O -4.6084 5.3936 -0.1267
57 H -4.1105 4.6665 -0.5298
58 H -4.9498 5.8918 -0.8845
59 O 6.4755 6.1245 -0.1348
60 H 7.2937 5.8774 0.3219
61 H 5.8621 6.3396 0.5839
62 O -0.5872 -4.2309 -3.2757
63 H -1.0907 -4.6446 -3.9929
64 H -1.1908 -3.5600 -2.9227
65 O 2.8042 0.9441 4.9031
66 H 2.1991 0.4697 4.3133
67 H 2.9279 1.8023 4.4704
68 O 7.0755 7.2887 2.1377
69 H 7.8937 7.0416 2.5943
70 H 6.4621 7.5038 2.8563
71 O 4.6755 -7.1242 -0.1809
72 H 5.4937 -7.3713 0.2758
73 H 4.0621 -6.9091 0.5378
74 O -8.8182 2.0292 -1.6366
75 H -8.0667 1.5961 -1.2045
76 H -8.4838 2.2537 -2.5180
77 O 4.7499 -3.7001 -4.1140
78 H 3.8470 -3.9605 -4.3506
79 H 4.8485 -4.0029 -3.1988

Forces on atoms 1 to 2 (eV/Å):
C -0.380 -0.083 -0.564
Si 0.170 -1.659 -0.171

Results
HOMO level, eV: -9.38
Kohn-Sham gap, eV: 7.44

Charges in e, computed with Mulliken, in the same order as the atoms: atom 1 (C): -0.67, atom 2 (Si): 0.37, atom 3 (C): -0.71, atom 4 (C): -0.62, atom 5 (O): -0.40, atom 6 (C): -0.20, atom 7 (C): -0.19, atom 8 (C): 0.42, atom 9 (C): -0.44, atom 10 (C): 0.25, atom 11 (O): -0.55, atom 12 (C): 0.29, atom 13 (C): -0.42, atom 14 (C): -0.41, atom 15 (C): -0.59, atom 16 (C): -0.59, atom 17 (C): 0.42, atom 18 (C): 0.20, atom 19 (O): -0.56, atom 20 (H): 0.24, atom 21 (H): 0.05, atom 22 (H): 0.22, atom 23 (H): 0.26, atom 24 (H): 0.28, atom 25 (H): 0.13, atom 26 (H): 0.23, atom 27 (H): 0.22, atom 28 (H): 0.31, atom 29 (H): 0.12, atom 30 (H): 0.28, atom 31 (H): 0.14, atom 32 (H): 0.22, atom 33 (H): 0.30, atom 34 (H): 0.29, atom 35 (H): 0.32, atom 36 (H): 0.47, atom 37 (H): 0.30, atom 38 (O): -0.58, atom 39 (H): 0.33, atom 40 (H): 0.28, atom 41 (O): -0.62, atom 42 (H): 0.31, atom 43 (H): 0.30, atom 44 (O): -0.62, atom 45 (H): 0.32, atom 46 (H): 0.31, atom 47 (O): -0.68, atom 48 (H): 0.30, atom 49 (H): 0.34, atom 50 (O): -0.54, atom 51 (H): 0.27, atom 52 (H): 0.28, atom 53 (O): -0.65, atom 54 (H): 0.32, atom 55 (H): 0.34, atom 56 (O): -0.66, atom 57 (H): 0.31, atom 58 (H): 0.33, atom 59 (O): -0.62, atom 60 (H): 0.29, atom 61 (H): 0.33, atom 62 (O): -0.65, atom 63 (H): 0.29, atom 64 (H): 0.36, atom 65 (O): -0.65, atom 66 (H): 0.35, atom 67 (H): 0.32, atom 68 (O): -0.63, atom 69 (H): 0.31, atom 70 (H): 0.31, atom 71 (O): -0.68, atom 72 (H): 0.32, atom 73 (H): 0.35, atom 74 (O): -0.66, atom 75 (H): 0.38, atom 76 (H): 0.33, atom 77 (O): -0.65, atom 78 (H): 0.32, atom 79 (H): 0.33

=====

No. 3
Here is a cluster of 2 separate species, C19H26BF4NO7 in total at a distorted geometry from the Open Molecules 2025 dataset. Energies are from ωB97M-V/def2-TZVPD.

Positions of all 58 atoms, in Å:
1 C -6.5757 -1.4406 -1.7404
2 C -5.1005 -2.0609 -2.2209
3 O -4.4199 -1.0923 -3.0962
4 C -3.2048 -1.6632 -3.7139
5 C -2.0970 -1.8378 -2.5181
6 C -0.5303 -1.7036 -3.0030
7 C 0.3225 -1.2535 -1.6363
8 C 0.5785 0.3647 -1.6519
9 B 0.0222 1.1767 -0.3357
10 N -0.0177 2.7070 -0.3239
11 C -1.0601 3.2623 -1.2671
12 C -2.1787 4.3636 -0.6898
13 O -1.1678 2.9851 -2.5802
14 C 1.3856 3.1630 -0.6522
15 C 1.9411 3.6708 -2.1079
16 O 2.2866 3.0974 0.3677
17 C -0.4908 0.4492 1.0862
18 F -1.8387 -0.1551 0.9802
19 F 0.5475 -0.5405 1.5270
20 C -0.4931 1.6278 2.2632
21 F -1.7597 2.4405 2.1361
22 F -0.5149 1.0156 3.6424
23 H -7.4649 -2.0592 -2.1972
24 H -6.6673 -0.2878 -1.9282
25 H -6.6627 -1.5846 -0.5591
26 H -4.5233 -2.2764 -1.2028
27 H -5.2838 -3.1181 -2.7081
28 H -2.8258 -0.8865 -4.5318
29 H -3.4002 -2.6781 -4.2969
30 H -2.2815 -0.9381 -1.7570
31 H -2.2978 -2.8746 -2.0062
32 H -0.3554 -0.9841 -3.9088
33 H -0.1734 -2.7885 -3.3060
34 H 1.3129 -1.8863 -1.6692
35 H -0.3073 -1.6536 -0.7351
36 H 1.7631 0.5130 -1.6577
37 H 0.2032 0.7670 -2.6847
38 H -2.3305 5.1504 -1.5748
39 H -1.7861 4.9750 0.2279
40 H -3.2376 3.8843 -0.5136
41 H 2.9366 4.2652 -1.9302
42 H 1.1264 4.3280 -2.6318
43 H 2.2239 2.6882 -2.7206
44 H 0.4761 2.2995 2.2417
45 O 7.1846 -1.6007 4.5499
46 C 5.9788 -1.6288 4.3299
47 C 5.3915 -1.0709 3.1018
48 C 4.0727 -1.1028 2.9007
49 O 3.5142 -0.5827 1.7475
50 C 3.1511 -1.6975 3.9072
51 O 1.9418 -1.6956 3.7026
52 C 3.7401 -2.2771 5.1242
53 C 5.0592 -2.2485 5.3239
54 O 5.6203 -2.7935 6.4641
55 H 6.0728 -0.6396 2.3796
56 H 2.5468 -0.7243 1.8394
57 H 3.0599 -2.7223 5.8394
58 H 6.5871 -2.6465 6.3750

Forces on atoms 1 to 2 (eV/Å):
C 0.318 -0.494 0.875
C -1.149 -0.128 1.403

Results
HOMO level, eV: -9.66
Structure (SMILES): CCOCCCCCB(N(C(C)=O)C(C)=O)C(F)(F)C(F)F.O=C1C=C(O)C(=O)C=C1O
Kohn-Sham gap, eV: 8.22

Charges in e, computed with natural (NBO), in the same order as the atoms: atom 1 (C): -0.65, atom 2 (C): -0.08, atom 3 (O): -0.56, atom 4 (C): -0.07, atom 5 (C): -0.45, atom 6 (C): -0.41, atom 7 (C): -0.40, atom 8 (C): -0.90, atom 9 (B): 1.13, atom 10 (N): -0.90, atom 11 (C): 0.71, atom 12 (C): -0.72, atom 13 (O): -0.54, atom 14 (C): 0.70, atom 15 (C): -0.72, atom 16 (O): -0.57, atom 17 (C): 0.33, atom 18 (F): -0.33, atom 19 (F): -0.36, atom 20 (C): 0.50, atom 21 (F): -0.36, atom 22 (F): -0.36, atom 23 (H): 0.22, atom 24 (H): 0.23, atom 25 (H): 0.21, atom 26 (H): 0.17, atom 27 (H): 0.17, atom 28 (H): 0.20, atom 29 (H): 0.18, atom 30 (H): 0.22, atom 31 (H): 0.22, atom 32 (H): 0.21, atom 33 (H): 0.21, atom 34 (H): 0.22, atom 35 (H): 0.22, atom 36 (H): 0.28, atom 37 (H): 0.29, atom 38 (H): 0.25, atom 39 (H): 0.25, atom 40 (H): 0.27, atom 41 (H): 0.26, atom 42 (H): 0.25, atom 43 (H): 0.26, atom 44 (H): 0.23, atom 45 (O): -0.53, atom 46 (C): 0.47, atom 47 (C): -0.36, atom 48 (C): 0.30, atom 49 (O): -0.65, atom 50 (C): 0.46, atom 51 (O): -0.51, atom 52 (C): -0.35, atom 53 (C): 0.29, atom 54 (O): -0.64, atom 55 (H): 0.25, atom 56 (H): 0.51, atom 57 (H): 0.25, atom 58 (H): 0.50

=====

No. 4
Here is a cluster of 2 separate species, C4H5ClF2 in total at a distorted geometry from the Open Molecules 2025 dataset. Energies are from ωB97M-V/def2-TZVPD.

Positions of all 12 atoms, in Å:
1 C -0.8329 -0.2917 -0.6829
2 C 0.6212 -0.8050 0.6952
3 C -1.8882 0.5764 -0.0957
4 C 1.8549 -0.4674 0.0506
5 F 2.9144 -1.0518 0.5698
6 F 1.8304 -0.7624 -1.2746
7 Cl 2.1317 1.4488 0.2376
8 H -0.8129 -0.8676 -1.5445
9 H 0.3477 -0.3124 1.6950
10 H -1.9905 0.4143 1.0787
11 H -1.3810 1.6071 -0.0234
12 H -2.7949 0.5118 -0.7059

Forces on atoms 1 to 2 (eV/Å):
C 2.867 -0.197 5.630
C -5.273 2.635 -1.656

Results
HOMO level (spin up / spin down), eV: -9.72 / -8.68
Kohn-Sham gap (spin up / spin down), eV: 9.69 / 7.30

Charges in e, computed with natural (NBO), in the same order as the atoms: atom 1 (C): 0.00, atom 2 (C): -0.19, atom 3 (C): -0.75, atom 4 (C): 0.64, atom 5 (F): -0.31, atom 6 (F): -0.32, atom 7 (Cl): -0.17, atom 8 (H): 0.17, atom 9 (H): 0.20, atom 10 (H): 0.24, atom 11 (H): 0.25, atom 12 (H): 0.24

=====

Question: Which formula does entry 3 have?
Answer: C19H26BF4NO7